[1]
{"formula": "C5H8O2", "method": "ωB97M-V with the def2-TZVPD basis set", "species": ["C", "C", "C", "C", "C", "O", "O", "H", "H", "H", "H", "H", "H", "H", "H"], "xyz": [[2.563, -0.334, 0.289], [1.738, 0.335, -0.456], [-0.782, -0.639, -0.070], [0.132, 0.520, 0.117], [-2.201, -0.402, -0.224], [-0.269, -0.149, 1.163], [-0.228, 1.873, 0.082], [3.549, -0.726, -0.088], [2.173, -1.043, 1.053], [1.744, 0.748, -1.471], [-0.345, -1.533, -0.435], [-2.207, 0.137, -1.084], [-2.678, 0.304, 0.481], [-2.885, -1.256, -0.363], [-0.306, 2.165, 1.006]], "forces_ev_per_a": [[8.454, -7.235, 6.289], [-11.300, 6.845, -5.254], [0.406, 1.247, 0.747], [4.113, 1.594, -3.314], [-2.328, -0.535, 1.046], [0.598, -2.037, 3.642], [-0.447, -0.332, -0.059], [-0.873, 0.831, 0.453], [-0.009, 0.351, -0.694], [0.539, -0.757, 0.383], [0.373, -0.855, -0.159], [-0.827, 1.555, -3.069], [0.677, -0.578, 0.143], [0.631, 0.068, 0.244], [-0.006, -0.163, -0.399]], "e_above_lowest_ev": 3.520, "energy_ha": -345.507347, "spin_multiplicity": 3, "homo_ev": [-5.53, -9.41], "homo_lumo_gap_ev": [6.51, 7.08]}



[2]
{"formula": "C5H8O2S", "method": "ωB97M-V with the def2-TZVPD basis set", "species": ["O", "C", "C", "C", "O", "C", "C", "S", "H", "H", "H", "H", "H", "H", "H", "H"], "xyz": [[-0.714, -1.931, -0.848], [-0.375, -0.746, -0.245], [-0.756, -0.557, 1.199], [-1.429, 0.236, 0.144], [-0.942, 1.552, -0.019], [0.392, 1.518, -0.601], [0.822, 0.034, -0.719], [2.385, -0.317, 0.176], [-0.128, -2.597, -0.440], [-1.278, -1.344, 1.725], [-0.015, -0.068, 1.813], [-2.479, 0.013, -0.025], [1.066, 2.104, -0.022], [0.279, 1.855, -1.649], [1.037, -0.263, -1.724], [2.136, 0.510, 1.233]], "forces_ev_per_a": [[0.534, -0.978, -0.203], [-0.565, 0.424, 0.883], [0.775, -0.140, 0.646], [0.235, 0.111, -0.211], [0.130, -0.148, -0.047], [-1.620, -1.274, -1.510], [0.296, 0.261, 1.140], [-0.095, 0.329, 0.317], [-0.471, 0.147, -0.395], [-0.186, -0.104, -0.263], [-0.034, 0.223, 0.128], [0.153, 0.550, -0.302], [0.375, 0.582, 0.329], [0.287, 0.481, 0.599], [0.053, -0.016, -0.685], [0.130, -0.450, -0.428]], "e_above_lowest_ev": 1.796, "energy_ha": -743.921395, "spin_multiplicity": 1, "smiles": "O[C@]12C[C@H]1OC[C@H]2S", "homo_ev": -9.32, "homo_lumo_gap_ev": 10.02}



[3]
{"formula": "C5H8O3", "method": "ωB97M-V with the def2-TZVPD basis set", "species": ["O", "C", "C", "O", "C", "C", "C", "O", "H", "H", "H", "H", "H", "H", "H", "H"], "xyz": [[-1.911, -0.586, 0.248], [-0.619, -0.727, 0.647], [0.407, -1.382, -0.485], [0.977, -0.185, -1.168], [0.057, 0.870, -0.712], [0.186, 1.822, 0.240], [0.091, 0.516, 0.867], [1.474, 0.316, 1.329], [-1.771, -0.601, -0.816], [-0.793, -1.472, 1.553], [1.340, -2.108, -0.395], [-0.386, -1.687, -1.183], [-0.982, 0.676, -1.264], [-0.722, 2.493, 0.040], [1.000, 2.504, 0.533], [1.653, -0.450, 0.566]], "forces_ev_per_a": [[-0.719, -0.389, -5.384], [0.996, -3.629, 3.979], [0.048, 0.283, -1.503], [-0.865, 0.901, 0.986], [0.661, -5.669, -5.269], [-2.342, 7.091, 1.704], [2.007, 1.420, 1.796], [-1.831, -3.687, -3.873], [-1.652, 0.064, 3.614], [1.350, 1.505, -1.285], [-2.514, 1.039, 0.235], [0.611, -1.181, -0.134], [2.594, 1.225, 1.248], [0.968, -0.826, 1.005], [-0.142, -0.905, -0.231], [0.829, 2.759, 3.113]], "e_above_lowest_ev": 7.743, "energy_ha": -420.771531, "spin_multiplicity": 1, "smiles": "O[C@H]1CO[C@@H]2C[C@@]12O", "homo_ev": -8.64, "homo_lumo_gap_ev": 9.24}



[4]
{"formula": "C5H8O3", "method": "ωB97M-V with the def2-TZVPD basis set", "species": ["C", "C", "C", "C", "C", "H", "H", "H", "H", "H", "H", "H", "H", "O", "O", "O"], "xyz": [[-0.852, -1.407, 1.488], [-0.192, 0.368, -0.089], [0.393, -0.578, -1.292], [1.270, 0.637, 0.143], [-0.598, 1.728, -0.670], [-1.965, -2.172, 1.790], [-0.357, -0.927, 2.629], [-0.097, -2.159, 0.669], [-0.271, -0.083, -2.226], [0.212, -1.615, -1.183], [1.284, 1.751, -0.348], [1.922, -0.075, 0.946], [-1.348, 2.609, 0.038], [-1.056, -0.058, 0.934], [1.688, -0.153, -1.010], [-0.032, 2.137, -1.818]], "forces_ev_per_a": [[0.871, -0.571, 1.744], [-0.840, -1.162, -0.634], [-4.161, 3.411, -0.999], [3.457, -0.404, -0.617], [0.322, 4.127, -4.304], [3.401, 2.986, -1.296], [-1.091, -2.826, -3.263], [-2.239, 2.470, 3.109], [2.622, -1.712, 1.640], [-0.029, -1.101, -0.139], [2.101, -2.038, 2.865], [-2.023, 3.342, -0.957], [2.209, -2.938, -2.131], [-0.674, -1.367, -0.777], [-0.075, -0.088, -0.864], [-3.852, -2.128, 6.625]], "e_above_lowest_ev": 9.440, "energy_ha": -420.709167, "spin_multiplicity": 1, "homo_ev": -9.82, "homo_lumo_gap_ev": 9.77}



[5]
{"formula": "C5H8O3", "method": "ωB97M-V with the def2-TZVPD basis set", "species": ["C", "C", "O", "O", "C", "C", "C", "O", "H", "H", "H", "H", "H", "H", "H", "H"], "xyz": [[0.601, 0.888, -1.460], [0.627, 0.472, -0.010], [1.134, 1.407, 0.835], [1.385, -0.961, 0.249], [0.373, -1.377, 1.155], [-0.506, -0.325, 0.548], [-1.868, -0.401, 0.032], [-1.653, 0.474, 1.108], [-0.315, 1.416, -1.707], [0.678, 0.013, -2.104], [1.443, 1.534, -1.703], [1.989, 1.715, 0.510], [0.049, -2.407, 0.986], [0.640, -1.219, 2.204], [-2.436, -1.298, 0.265], [-2.141, 0.069, -0.910]], "forces_ev_per_a": [[0.524, -0.504, -0.103], [1.245, -2.468, -0.348], [-0.196, 0.017, 0.412], [0.387, 1.795, -0.988], [-0.483, 0.324, -0.009], [-2.373, 1.889, 1.233], [-0.063, -0.211, -0.547], [1.214, -0.985, 0.174], [-0.136, 0.124, 0.178], [-0.121, -0.062, 0.058], [0.045, 0.096, 0.069], [-0.137, -0.044, -0.087], [0.089, 0.056, 0.035], [-0.032, 0.018, -0.019], [-0.013, -0.022, -0.030], [0.050, -0.022, -0.025]], "e_above_lowest_ev": 3.135, "energy_ha": -420.940853, "spin_multiplicity": 1, "smiles": "C[C@]1(O)OC[C@]12CO2", "homo_ev": -10.07, "homo_lumo_gap_ev": 10.89}



[6]
{"formula": "C5H8O3", "method": "ωB97M-V with the def2-TZVPD basis set", "species": ["C", "C", "O", "O", "C", "C", "C", "O", "H", "H", "H", "H", "H", "H", "H", "H"], "xyz": [[2.445, 0.933, 0.108], [1.483, -0.162, -0.224], [1.717, -1.368, -0.143], [0.248, 0.234, -0.436], [-0.785, -0.698, -0.663], [-1.578, -1.041, 0.611], [-2.042, 0.042, -0.309], [-1.890, 1.336, -0.110], [3.521, 0.589, -0.157], [2.544, 1.069, 1.152], [2.362, 1.923, -0.400], [-0.405, -1.418, -1.356], [-2.227, -1.982, 0.553], [-1.045, -0.822, 1.570], [-2.986, -0.267, -0.790], [-1.362, 1.634, 0.594]], "forces_ev_per_a": [[2.953, 0.157, -2.124], [0.060, -2.930, 0.999], [0.542, 1.732, -0.313], [-0.076, 1.755, -0.094], [0.449, -0.381, 1.094], [0.475, -1.034, 0.524], [-0.773, -2.863, -0.837], [-2.126, 2.711, -1.168], [-1.837, 0.231, 0.194], [-0.463, 0.191, 1.249], [-0.610, -0.897, 0.398], [-0.830, -0.470, -0.623], [1.247, 1.456, 0.302], [-0.724, -0.267, -0.896], [0.594, 0.710, -0.054], [1.118, -0.100, 1.350]], "e_above_lowest_ev": 2.360, "energy_ha": -420.969355, "spin_multiplicity": 1, "smiles": "CC(=O)O[C@H]1C[C@H]1O", "homo_ev": -9.73, "homo_lumo_gap_ev": 10.51}



[7]
{"formula": "C5H8O3S", "method": "ωB97M-V with the def2-TZVPD basis set", "species": ["C", "C", "C", "C", "C", "O", "O", "O", "S", "H", "H", "H", "H", "H", "H", "H", "H"], "xyz": [[1.252, 1.503, 1.860], [-0.419, 0.222, -0.099], [1.138, 0.350, 2.448], [-0.188, -1.744, -1.549], [-1.002, -1.191, -0.341], [1.330, 2.520, 1.338], [0.381, 2.398, -1.289], [-1.492, 1.251, 0.198], [-0.864, 1.387, -1.283], [1.846, -0.414, 2.745], [0.902, 2.310, -0.495], [0.083, -0.021, 2.205], [-0.630, -2.586, -1.968], [-0.068, -0.996, -2.385], [0.884, -1.988, -1.347], [-0.935, -1.970, 0.432], [-2.219, -1.028, -0.469]], "forces_ev_per_a": [[0.788, -2.091, 1.218], [0.036, -1.598, 0.091], [-2.191, -1.038, -0.301], [1.033, 2.012, -0.326], [-1.826, 1.083, -1.240], [0.037, 1.846, -0.897], [-1.479, 0.354, -1.424], [-0.348, 0.556, -0.108], [0.660, 0.078, 0.481], [0.197, 0.716, 0.018], [0.671, -0.338, 1.084], [1.552, 0.450, 0.658], [-0.832, -1.645, -0.692], [-0.502, -0.553, 0.771], [-0.921, 0.102, 0.550], [0.293, 0.847, 0.420], [2.831, -0.779, -0.300]], "e_above_lowest_ev": 6.007, "energy_ha": -819.011907, "spin_multiplicity": 1, "homo_ev": -7.90, "homo_lumo_gap_ev": 8.53}



[8]
{"formula": "C5H8O3S2", "method": "ωB97M-V with the def2-TZVPD basis set", "species": ["C", "C", "C", "C", "C", "O", "O", "O", "S", "S", "H", "H", "H", "H", "H", "H", "H", "H"], "xyz": [[-0.534, -0.680, -0.292], [-0.425, 0.651, 0.208], [2.204, -0.705, 0.085], [-1.614, -1.240, -1.217], [-0.991, 0.930, 1.678], [1.743, 1.695, -1.026], [-0.961, 1.634, -0.697], [3.272, -0.930, 0.825], [0.871, -1.745, -0.137], [1.528, 1.016, 0.247], [-1.996, -0.695, -2.111], [-2.486, -1.669, -0.827], [-1.026, -2.063, -1.496], [-2.019, 0.860, 1.592], [-0.729, 1.930, 1.805], [-0.545, 0.253, 2.396], [-0.294, 2.032, -1.254], [4.002, -1.274, 0.220]], "forces_ev_per_a": [[-0.833, -0.673, -1.200], [0.867, 2.169, 0.716], [-2.676, 3.172, -0.451], [1.452, 0.928, -0.348], [2.280, -1.134, -2.615], [0.083, 1.052, -1.708], [-0.782, -1.141, 1.678], [2.401, -1.432, -0.569], [-0.644, -2.252, 0.093], [0.005, -0.754, 1.639], [0.977, 0.261, 0.708], [-1.265, -0.348, 1.484], [0.018, -1.601, -1.587], [-2.154, -0.376, 0.148], [0.418, 1.704, 0.887], [-0.058, -0.019, 0.152], [1.048, -0.123, -0.314], [-1.138, 0.567, 1.286]], "e_above_lowest_ev": 0.165, "energy_ha": -1217.219917, "spin_multiplicity": 3, "homo_ev": [-7.07, -8.85], "homo_lumo_gap_ev": [7.39, 7.66]}



[9]
{"formula": "C5H8O4", "method": "ωB97M-V with the def2-TZVPD basis set", "species": ["C", "C", "O", "O", "H", "H", "H", "C", "C", "C", "O", "O", "H", "H", "H", "H", "H"], "xyz": [[0.921, -1.907, -0.262], [1.430, -3.164, -1.099], [1.394, -4.240, -0.478], [1.857, -2.927, -2.288], [1.272, -1.950, 0.751], [-0.129, -1.862, -0.473], [1.343, -0.999, -0.663], [-0.649, 2.177, 0.111], [0.095, 1.266, 1.094], [-2.157, 1.865, 0.006], [-2.891, 1.530, 0.951], [-2.565, 1.842, -1.208], [-0.628, 3.276, 0.339], [-0.153, 2.046, -0.850], [1.139, 1.518, 1.192], [0.066, 0.179, 0.778], [-0.344, 1.349, 2.098]], "forces_ev_per_a": [[1.218, -0.726, -1.820], [0.940, 1.478, -0.828], [-0.060, -0.559, -0.086], [-0.754, -0.483, 1.660], [-0.551, -0.405, 0.718], [-0.775, 0.087, 0.687], [0.181, 0.312, -0.455], [0.054, 0.331, 0.698], [-0.667, -0.618, 0.409], [-1.105, -1.471, -3.007], [0.756, 0.551, 1.390], [0.462, 0.708, 0.598], [0.465, -0.774, 0.234], [-0.496, 0.133, -0.218], [0.578, 0.232, -0.084], [-0.225, 1.383, 0.305], [-0.021, -0.178, -0.200]], "e_above_lowest_ev": 0.543, "total_charge": -2, "energy_ha": -496.305903, "spin_multiplicity": 1, "homo_ev": -1.33, "homo_lumo_gap_ev": 7.75}



[10]
{"formula": "C5H8O4", "method": "ωB97M-V with the def2-TZVPD basis set", "species": ["C", "C", "O", "O", "H", "H", "H", "C", "C", "C", "O", "O", "H", "H", "H", "H", "H"], "xyz": [[1.437, -1.428, -3.294], [-0.113, -1.346, -3.262], [-0.544, -0.377, -2.598], [-0.759, -2.215, -3.893], [1.846, -2.407, -3.558], [1.767, -1.210, -2.277], [1.861, -0.648, -3.931], [-0.891, 1.062, 1.785], [0.606, 1.068, 2.113], [-1.757, 0.694, 3.014], [-2.038, 1.642, 3.794], [-2.129, -0.498, 3.116], [-1.245, 2.032, 1.431], [-1.052, 0.376, 0.956], [0.993, 2.052, 2.399], [1.194, 0.780, 1.238], [0.826, 0.422, 2.966]], "forces_ev_per_a": [[0.234, -0.166, 0.580], [-0.105, 0.327, -0.025], [-0.016, -0.153, -0.253], [0.117, -0.121, -0.107], [-0.201, 0.041, -0.288], [0.114, 0.095, 0.007], [-0.097, -0.060, -0.126], [-0.160, -0.001, -0.024], [0.208, 0.488, 0.021], [-0.464, -0.019, -0.036], [0.233, 0.066, 0.015], [0.217, -0.020, 0.053], [0.263, 0.177, 0.054], [-0.145, -0.279, 0.161], [-0.252, 0.115, 0.072], [0.033, -0.236, 0.120], [0.021, -0.255, -0.224]], "e_above_lowest_ev": 0.228, "total_charge": -2, "energy_ha": -496.317449, "spin_multiplicity": 1, "homo_ev": -1.51, "homo_lumo_gap_ev": 7.84}



[11]
{"formula": "C5H8O4", "method": "ωB97M-V with the def2-TZVPD basis set", "species": ["C", "C", "O", "O", "H", "H", "H", "C", "C", "C", "O", "O", "H", "H", "H", "H", "H"], "xyz": [[-0.061, 3.357, 0.278], [-0.215, 3.229, -1.276], [-1.338, 3.531, -1.748], [0.830, 2.919, -1.884], [0.069, 2.366, 0.711], [-0.984, 3.802, 0.640], [0.863, 3.929, 0.337], [0.633, -2.144, 0.620], [-0.865, -1.796, 0.742], [0.821, -3.084, -0.600], [0.978, -2.539, -1.709], [0.735, -4.317, -0.342], [1.212, -1.226, 0.532], [0.975, -2.660, 1.525], [-1.123, -1.265, 1.657], [-1.356, -2.778, 0.705], [-1.174, -1.325, -0.189]], "forces_ev_per_a": [[-0.159, -0.401, -1.222], [-0.039, 0.197, -0.022], [-0.057, -0.070, 0.017], [-0.011, -0.010, -0.049], [0.153, -0.028, 0.061], [0.241, 0.362, 0.420], [-0.161, 0.207, 0.771], [-0.132, 0.260, 0.333], [0.549, -1.357, -0.660], [0.028, -0.159, 0.063], [0.048, -0.047, 0.016], [0.033, 0.064, 0.031], [0.111, 0.056, -0.269], [-0.104, -0.066, -0.039], [-0.127, 0.229, -0.149], [-0.290, 0.187, 0.422], [-0.082, 0.575, 0.276]], "e_above_lowest_ev": 0.364, "total_charge": -2, "energy_ha": -496.312450, "spin_multiplicity": 1, "homo_ev": -1.61, "homo_lumo_gap_ev": 8.04}



[12]
{"formula": "C5H8OS", "method": "ωB97M-V with the def2-TZVPD basis set", "species": ["O", "C", "C", "C", "C", "S", "C", "H", "H", "H", "H", "H", "H", "H", "H"], "xyz": [[0.097, 0.687, 2.182], [0.141, -0.314, 1.227], [1.221, -0.094, 0.046], [0.552, 0.005, -1.349], [-0.898, -0.065, -1.067], [-1.883, 1.290, -0.379], [-1.190, -0.281, 0.402], [-0.075, 1.519, 1.673], [0.254, -1.196, 1.869], [1.828, 0.820, 0.250], [1.822, -0.987, 0.083], [0.779, 1.039, -1.795], [0.805, -0.745, -2.115], [-1.446, -0.751, -1.764], [-2.008, -0.929, 0.738]], "forces_ev_per_a": [[0.420, 2.078, 0.000], [-1.035, 1.287, -2.065], [0.168, -0.086, 0.954], [0.635, 2.415, -0.075], [-2.443, -2.295, -0.035], [1.200, -0.597, 0.741], [-0.146, -0.495, -0.701], [0.084, -0.762, 0.833], [0.027, -0.345, -0.941], [-0.311, -0.920, 0.089], [0.762, -0.054, -0.059], [-0.121, -1.539, 0.412], [0.230, 0.141, 0.632], [0.170, 0.965, 0.559], [0.358, 0.207, -0.343]], "e_above_lowest_ev": 1.122, "energy_ha": -668.697307, "spin_multiplicity": 1, "smiles": "O[C@@H]1CC[C@@H]2S[C@H]12", "homo_ev": -9.01, "homo_lumo_gap_ev": 9.87}